1.
Molecular formula: C23H50N3O6PS2SiW
Method: DFT, ωB97M-V with the def2-TZVPD basis set

* ⟨S²⟩: 0.777
* total charge: +1
* E: -82081.6114 eV
* HOMO-LUMO gap (spin up / spin down): 5.740 / 5.586 eV
* spin multiplicity: 2
* energy relative to the best compared isomer or geometry (same formula, charge and spin): 3.3451 eV
* HOMO level (spin up / spin down): -9.98 / -9.80 eV

```
87
Properties=species:S:1:pos:R:3:forces:R:3:lowdin_spin:R:1
W 0.145608 1.217853 -0.251999 -0.256 2.734 -1.478 0.771
C -2.429172 5.346847 -4.051102 0.045 -0.255 0.316 0.001
C -2.194704 4.654513 -2.720702 0.116 0.662 -0.049 0.002
O -2.523986 3.271541 -2.868038 0.237 -0.229 -0.195 0.057
P -1.665111 2.055973 -2.295256 -1.161 -1.038 0.817 0.129
S 0.871686 2.921196 -1.742271 -0.485 -2.224 1.907 -0.049
S -2.179723 1.936395 -0.247067 0.840 0.132 0.052 -0.026
O -2.469884 0.835092 -2.948176 0.626 0.026 -0.098 0.034
C -3.461585 0.878261 -3.984429 -0.325 -0.036 -0.372 0.003
C -3.136559 -0.181647 -5.019257 -0.049 0.197 0.254 0.000
H -2.319119 6.418800 -3.922364 0.026 0.153 -0.052 0.000
H -3.431918 5.135516 -4.414601 -0.083 0.037 -0.012 0.000
H -1.708824 4.997432 -4.786708 0.043 0.023 -0.091 0.000
H -2.841790 5.062106 -1.937567 0.109 -0.075 -0.079 0.000
H -1.149628 4.755909 -2.411309 -0.133 0.003 0.039 0.000
H -3.484222 1.873480 -4.431775 -0.041 -0.122 0.071 0.001
H -4.426442 0.680450 -3.509179 0.046 0.087 -0.046 0.001
H -2.137479 -0.024444 -5.417727 0.084 0.000 -0.074 0.000
H -3.851796 -0.125399 -5.836444 -0.062 -0.010 -0.065 0.000
H -3.189760 -1.173327 -4.579237 0.026 -0.118 0.018 0.000
C 0.494308 0.968840 5.279094 0.229 -0.054 -0.194 0.000
C 0.766115 -0.072383 4.203582 0.122 -0.028 0.420 0.000
N 0.683788 0.554022 2.897617 -0.234 0.147 -0.221 0.001
C 0.783131 1.885166 2.693936 0.075 -0.669 0.277 0.004
N 0.458038 2.361524 1.494790 -0.292 -0.368 -0.338 0.011
C 0.350534 3.818599 1.442093 -0.066 0.544 -0.234 0.004
C 1.608606 4.430939 2.047693 -0.223 -0.283 0.073 0.000
C 1.633507 4.050560 3.516067 0.138 0.455 -0.233 0.000
N 1.201980 2.675865 3.700044 -0.141 -0.171 -0.269 0.002
C 1.417700 2.149884 5.033758 -0.125 -0.368 0.330 0.000
H 0.669171 0.553923 6.269480 -0.023 -0.020 0.007 0.000
H -0.545164 1.289762 5.207011 -0.052 0.055 0.097 0.000
H 0.023082 -0.869294 4.255794 0.096 0.045 -0.064 0.000
H 1.756666 -0.519603 4.343941 -0.090 -0.022 0.047 0.000
H 0.303131 -0.002966 2.124761 0.210 0.222 0.439 0.001
H -0.536977 4.133673 2.005760 0.042 0.034 -0.111 0.001
H 0.229109 4.128538 0.400784 -0.035 -0.109 0.379 -0.001
H 1.616735 5.511944 1.936940 -0.003 0.058 0.000 0.000
H 2.476568 4.021372 1.528450 0.050 0.051 -0.034 0.000
H 0.967643 4.702670 4.092505 0.056 -0.042 -0.028 0.000
H 2.642665 4.155934 3.929442 -0.104 -0.044 0.011 0.000
H 1.216131 2.956290 5.743963 0.052 -0.053 -0.076 0.000
H 2.464647 1.840791 5.150413 -0.061 0.092 0.044 0.000
C 1.061252 -0.249423 -2.582021 0.842 -0.101 -0.014 -0.001
C 2.259236 -0.774234 -1.779961 0.249 0.494 -0.170 0.001
C 2.794020 0.313669 -0.821600 -0.182 -0.237 -0.557 0.001
C 3.391487 -1.182835 -2.728979 -0.362 0.122 0.282 0.000
O 1.883031 -1.911609 -1.041571 -0.078 -0.362 0.179 0.000
Si 0.474339 -2.131684 -0.219376 0.419 -0.778 -0.921 0.004
O 0.147718 -0.684456 0.448384 -0.383 2.248 -0.287 0.041
O -0.666260 -2.539424 -1.289729 0.340 0.075 -0.100 0.002
C -2.014400 -2.972574 -1.099708 -0.748 -0.091 -0.084 0.000
C -2.125061 -3.916693 0.092920 0.172 0.112 -0.234 0.000
C -2.883103 -1.737090 -0.846550 0.161 -0.221 -0.077 0.000
C -2.425602 -3.694387 -2.385638 0.168 0.181 0.343 0.000
O 0.659314 -3.348548 0.802819 -0.164 0.161 -0.076 0.000
C 1.515014 -3.667543 1.885405 0.280 -0.324 0.598 0.000
C 0.646293 -3.694675 3.145678 0.181 -0.018 -0.364 0.000
C 2.088687 -5.054997 1.603279 -0.198 0.336 0.047 0.000
C 2.645183 -2.648787 2.011749 -0.271 -0.249 -0.280 0.000
H 1.336413 0.611448 -3.193622 -0.198 -0.059 0.229 -0.001
H 0.222124 0.018001 -1.887713 -0.270 -0.329 -0.888 -0.002
H 0.691615 -1.047448 -3.221437 -0.364 -0.054 0.143 0.000
H 3.201256 1.152495 -1.390726 -0.230 0.010 0.247 0.001
H 3.581717 -0.114646 -0.200758 -0.213 0.046 0.247 0.000
H 1.994179 0.699769 -0.114491 1.597 -0.308 0.035 0.005
H 3.730505 -0.328112 -3.306910 0.063 0.092 -0.104 0.000
H 3.044370 -1.958188 -3.404204 -0.064 -0.100 -0.090 0.000
H 4.225444 -1.578684 -2.156935 0.097 -0.043 0.081 0.000
H -1.958150 -3.366973 1.014965 -0.035 0.004 0.224 0.000
H -1.371709 -4.693026 0.021294 0.039 -0.199 0.021 0.000
H -3.112217 -4.368411 0.122386 -0.122 -0.016 0.005 0.000
H -2.358694 -1.067450 -0.163992 -0.128 0.013 0.033 0.000
H -3.826411 -2.022254 -0.388705 -0.152 -0.037 0.011 0.000
H -3.087483 -1.202288 -1.769232 0.050 0.113 -0.048 0.000
H -1.820428 -4.585995 -2.523992 0.050 -0.140 0.005 0.000
H -2.279866 -3.053161 -3.251190 0.003 0.139 -0.053 0.000
H -3.472236 -3.982090 -2.329234 -0.114 -0.040 -0.025 0.000
H -0.042641 -4.534335 3.104708 -0.099 -0.057 0.015 0.000
H 0.063518 -2.779031 3.201417 -0.066 0.117 0.070 0.000
H 1.264247 -3.787110 4.032999 0.057 -0.033 0.178 0.000
H 1.281008 -5.761512 1.427638 -0.054 -0.062 0.020 0.000
H 2.678922 -5.390640 2.449997 0.122 -0.108 0.097 0.000
H 2.714811 -5.016821 0.718341 0.142 -0.050 -0.140 0.000
H 2.235543 -1.650424 2.139947 -0.004 0.251 0.099 0.000
H 3.233614 -2.666817 1.097273 0.142 0.073 -0.020 0.000
H 3.282699 -2.893606 2.854362 0.103 0.004 0.138 0.000
```
Positions in Å, forces in eV/Å.

---

2.
Molecular formula: C27H36AlB2BrCl5FO9
Method: DFT, ωB97M-V with the def2-TZVPD basis set

* E: -190322.4381 eV
* HOMO-LUMO gap: 1.167 eV
* HOMO level: -6.81 eV

```
82
Properties=species:S:1:pos:R:3:forces:R:3:mulliken_charge:R:1
C 1.018601 -5.484379 -1.100945 0.148 -0.493 1.004 -0.364
C 1.027726 -4.764111 -2.045381 0.263 0.123 -1.052 0.304
C 1.140471 -4.093461 -3.338881 -0.317 0.414 0.228 -1.555
C 0.403000 -2.763726 -3.350956 -0.286 0.037 -0.187 -0.189
C -0.976344 -2.818253 -3.544072 0.419 0.489 -0.075 -0.606
C -1.698834 -1.641681 -3.604999 -0.571 -0.300 -0.096 1.518
C -1.110350 -0.379776 -3.485928 0.343 -0.370 0.276 0.191
C 0.268745 -0.301715 -3.254102 -0.372 0.172 -0.303 0.093
C 0.971172 1.021894 -3.072502 0.788 -0.565 0.323 -1.779
C 1.189892 1.396783 -1.583637 -0.123 0.258 -1.457 1.144
C 1.852997 2.774185 -1.545824 -0.804 0.127 0.662 -0.815
C 2.138993 3.317376 -0.126354 1.077 -1.447 -0.671 -1.386
C 2.274111 2.244994 0.964428 -0.431 0.935 1.031 -0.095
C 0.946936 2.077981 1.771588 0.821 -0.284 -0.651 -0.737
C 0.994618 -1.510579 -3.189892 0.104 -0.034 -0.120 0.776
C 2.482175 -1.411703 -2.947252 -0.651 -0.056 0.439 -1.227
C -1.995160 0.830547 -3.622871 -0.186 0.030 -0.140 -0.015
O -1.587987 1.851576 -4.117617 0.182 0.167 0.031 -0.567
C -3.413075 0.681903 -3.149336 0.235 -0.492 0.100 0.598
B -4.172070 1.979168 -2.616243 -0.366 0.855 -0.602 0.688
O -3.972961 3.156245 -3.309740 0.497 -0.657 0.238 -0.500
O -4.982072 1.986458 -1.513791 0.757 -0.313 0.268 -0.440
C -4.315381 2.072616 -0.242746 -0.932 -0.110 -0.105 -0.681
C -3.957501 -0.546699 -3.255058 -0.556 0.122 0.001 -0.131
B -5.457318 -0.942107 -2.845137 -0.500 0.317 0.168 0.800
O -5.791586 -0.860740 -1.517245 0.480 -0.235 -0.182 -0.549
O -6.343421 -1.388226 -3.750895 0.613 -0.554 0.364 -0.373
C -7.346341 -2.251491 -3.223329 -0.185 -0.500 -0.396 -0.745
C -3.181373 -1.684127 -3.813543 0.258 0.523 0.067 0.254
O -3.804359 -2.555745 -4.402642 0.123 -0.185 -0.001 -0.686
H 1.084172 -6.103712 -0.239712 -0.182 -0.035 0.062 0.473
H 0.685768 -4.725767 -4.099861 0.016 -0.085 -0.048 0.422
H 2.195217 -4.011137 -3.593874 0.042 0.053 -0.126 0.461
H -1.481633 -3.761990 -3.673932 -0.002 -0.105 0.031 -0.154
H 0.513508 1.839241 -3.609277 -0.277 -0.079 -0.038 0.920
H 1.974526 0.913918 -3.504275 0.007 0.240 -0.174 0.316
H 0.202389 1.417052 -1.124157 0.113 -0.086 0.438 -0.121
H 1.819016 0.623480 -1.145746 -0.218 0.005 0.505 -0.034
H 1.134025 3.454011 -2.006791 0.165 0.110 -0.243 0.132
H 2.741494 2.790050 -2.181935 0.130 -0.115 0.060 0.398
H 3.099088 3.872681 -0.177723 -0.630 -0.372 -0.028 0.337
H 1.399675 4.042996 0.172855 -0.179 0.014 -0.045 0.655
H 3.008079 2.612936 1.683825 0.181 -0.011 -0.108 0.403
H 2.658732 1.294659 0.594203 -0.023 -0.059 -0.043 0.151
H 1.131204 2.056242 2.842728 -0.008 -0.184 0.082 0.029
H 0.323351 2.945334 1.573394 -0.274 -0.126 -0.007 0.436
H 0.475872 1.145315 1.464607 -0.483 0.119 0.149 0.081
H 2.976288 -0.808092 -3.746441 -1.138 -0.171 -0.397 0.250
H 2.626724 -0.885997 -1.984158 0.235 0.142 -0.091 0.025
H 2.986340 -2.382907 -2.848515 -0.117 -0.106 -0.203 0.456
H -3.446130 3.748980 -2.759320 -0.369 0.498 -0.203 0.300
H -3.254759 1.827884 -0.317865 0.060 0.024 0.133 0.328
H -4.826001 1.393406 0.438563 0.183 -0.156 0.077 0.227
H -4.473665 3.074722 0.151000 0.320 0.107 0.003 0.275
H -5.024019 -0.565790 -1.019325 -0.193 0.108 0.244 0.303
H -6.889251 -3.024871 -2.593209 0.020 0.187 0.246 0.357
H -8.111792 -1.681275 -2.673692 0.055 0.203 -0.041 0.334
H -7.854539 -2.755273 -4.033826 0.094 0.159 -0.239 0.248
C 1.188601 -2.219315 2.607086 0.044 -0.045 0.047 0.173
Cl 1.307722 -3.356702 1.255372 -0.039 0.052 -0.051 -0.094
Cl 2.319612 -0.886672 2.340168 0.019 -0.368 -0.551 -0.019
Cl -0.455575 -1.581913 2.693834 0.013 -0.001 -0.005 -0.087
Cl 1.583595 -3.045503 4.114972 0.007 0.013 -0.055 -0.066
Cl 2.950229 5.874843 0.375702 0.403 1.356 0.268 -0.536
C 4.837760 1.933643 9.296143 -0.213 0.115 -0.134 -1.101
C 5.128182 0.558951 8.732802 0.316 0.207 0.274 -0.173
O 3.979441 0.000753 8.076864 0.015 -0.130 -0.016 -0.379
C 3.725908 0.482151 6.861663 -0.041 0.042 0.106 0.716
O 4.371282 1.310788 6.274929 0.031 -0.033 -0.054 -0.561
O 2.621507 -0.110874 6.404137 -0.075 -0.067 -0.025 -0.362
C 2.182959 0.375995 5.133060 -0.168 0.326 0.335 -0.744
H 3.962946 1.901476 9.946842 0.069 -0.057 0.087 0.293
H 5.690923 2.298119 9.868156 0.008 -0.041 0.016 0.356
H 4.627765 2.647600 8.500926 0.088 -0.020 -0.037 0.316
H 5.369442 -0.129740 9.540397 -0.171 -0.137 -0.067 0.289
H 5.978109 0.576770 8.050844 -0.108 0.042 -0.131 0.311
H 2.985604 0.340160 4.412650 0.183 0.145 0.071 0.335
H 1.809392 1.395595 5.234074 0.114 0.036 -0.027 0.361
H 1.370276 -0.262066 4.808935 -0.039 -0.118 0.194 0.349
Al 4.648471 -0.842485 -3.046551 1.583 0.270 0.535 0.389
F -8.852071 -0.659862 -4.122945 -0.338 0.213 0.063 -0.550
Br -3.609025 -4.941052 -4.112667 -0.059 -0.055 0.002 -0.148
```
Positions in Å, forces in eV/Å.

---

3.
Molecular formula: C16H21F12NiO9
Method: DFT, ωB97M-V with the def2-TZVPD basis set

* ⟨S²⟩: 3.754
* E: -109009.2885 eV
* HOMO-LUMO gap (spin up / spin down): 5.590 / 8.671 eV
* spin multiplicity: 4
* HOMO level (spin up / spin down): -5.18 / -8.69 eV

```
59
Properties=species:S:1:pos:R:3:forces:R:3:lowdin_spin:R:1
Ni 1.022806 -1.731395 -0.762194 -0.270 1.097 0.701 2.275
O 0.846246 -0.358935 0.613166 0.301 0.008 0.552 0.127
H 0.611816 0.489735 1.036636 0.168 -0.987 -0.966 0.010
C 2.333906 -0.413205 -5.447754 0.152 -1.116 1.174 0.003
C 0.961736 -0.764965 -4.852864 0.359 1.054 -1.056 0.012
O 0.544606 0.470725 -4.202714 -1.329 1.357 0.154 0.019
C 0.846116 0.755175 -2.952744 1.360 -3.480 0.315 0.041
O 1.480456 -0.048195 -2.268974 -0.537 1.615 -0.425 0.126
C 0.289386 2.053565 -2.349754 -0.201 -0.365 -1.550 0.004
F -0.462154 2.641165 -3.328574 0.548 0.221 1.435 0.001
F -0.479174 1.742655 -1.300074 0.334 0.656 -0.462 0.003
F 1.309286 2.854355 -1.981694 -1.042 -0.264 -0.076 0.002
H 2.633056 -1.102295 -6.237544 -0.035 -0.041 0.097 0.000
H 2.977376 -0.550285 -4.578694 0.699 0.240 -0.360 0.001
H 2.413706 0.611015 -5.812034 -0.370 -0.116 0.057 0.000
H 0.890426 -1.607705 -4.165254 0.427 0.165 0.043 0.025
H 0.277916 -0.917755 -5.687814 -0.456 0.204 0.404 0.000
C -4.017454 0.359695 1.701696 0.384 -0.791 -1.041 0.000
C -2.806294 -0.443745 1.067976 -0.975 2.019 3.837 0.002
O -3.121414 -0.649255 -0.260654 0.509 -1.367 -2.884 0.008
C -2.313934 -1.429965 -1.001694 1.885 -1.229 2.566 0.020
O -1.233914 -1.884465 -0.586734 -2.790 1.004 -1.363 0.080
C -2.854584 -1.817705 -2.410694 1.639 1.005 0.713 0.002
F -4.127784 -1.532495 -2.531994 -0.288 -0.075 -0.495 0.000
F -2.087894 -1.033625 -3.230064 -0.789 -0.391 -0.246 0.004
F -2.610414 -3.089225 -2.722884 -0.320 0.495 0.230 0.004
H -4.329384 1.160675 1.031436 0.320 0.126 0.004 0.000
H -3.750884 0.802065 2.661566 0.043 -0.213 -0.047 0.000
H -4.894064 -0.282265 1.788526 0.060 -0.116 0.281 0.000
H -2.645824 -1.336925 1.671776 -0.103 -0.502 -0.634 0.001
H -1.942304 0.175555 1.308976 0.404 -0.069 -1.091 0.001
C 1.629326 3.592655 1.542196 -0.314 -0.121 -0.046 0.000
C 0.235976 2.988875 1.925056 2.390 0.374 -0.693 0.001
O -0.597194 4.072195 2.355766 -0.149 -0.019 -0.455 0.000
C -1.812074 4.074855 1.856536 -1.551 0.124 0.186 0.000
O -2.406574 3.190605 1.278996 0.861 1.335 0.595 0.000
C -2.456454 5.492075 2.207646 -0.775 1.099 -1.158 0.000
F -2.058494 5.998005 3.363446 -0.329 -0.895 0.959 0.000
F -2.092244 6.470405 1.344946 0.332 -0.791 -0.807 0.000
F -3.812304 5.467795 2.121526 1.054 -0.573 0.585 0.000
H 1.497796 4.423765 0.849326 -0.303 0.186 0.150 0.000
H 2.231996 2.900205 0.954486 -0.208 -0.477 0.213 0.000
H 2.262816 3.938965 2.358816 -0.353 -0.049 0.227 0.000
H 0.306596 2.271265 2.742466 -0.097 -0.084 -0.197 0.001
H -0.116984 2.555605 0.989206 -0.539 -0.161 0.422 0.001
C 2.650516 -1.889445 3.144116 0.284 -0.347 -0.049 0.003
C 1.883106 -3.148335 3.596986 -0.465 2.066 -1.420 0.002
O 2.187466 -4.171135 2.644626 0.575 -2.027 -2.300 0.017
C 1.811796 -4.177685 1.330426 -1.690 2.469 0.890 0.048
O 1.059476 -3.333795 0.796276 2.030 -2.538 1.609 0.108
C 2.395836 -5.381975 0.480896 1.202 0.290 2.019 0.008
F 3.010886 -4.924745 -0.587654 0.970 0.475 0.096 0.030
F 3.249236 -6.131055 1.284226 -0.791 1.020 -1.285 0.000
F 1.477856 -6.172375 0.029096 -1.570 -1.001 0.104 0.004
H 2.332256 -1.487815 2.182086 -0.515 0.028 0.157 0.002
H 3.681306 -2.206645 2.986146 0.211 -0.010 0.205 0.000
H 2.675126 -1.089715 3.884336 -0.246 -0.102 0.078 0.000
H 0.801246 -3.035885 3.526086 -0.038 0.332 0.438 0.001
H 2.210326 -3.408625 4.603606 -0.067 -0.746 -0.389 0.000
```
Positions in Å, forces in eV/Å.

---

4.
Molecular formula: C4H8O
Method: DFT, ωB97M-V with the def2-TZVPD basis set

* SMILES: CC[C@H]1CO1
* E: -6323.9847 eV
* HOMO-LUMO gap: 11.384 eV
* energy relative to the best compared isomer or geometry (same formula, charge and spin): 1.1832 eV
* HOMO level: -10.24 eV

```
13
Properties=species:S:1:pos:R:3:forces:R:3:mulliken_charge:R:1
C 0.646028 -0.247433 -1.539704 0.053 -0.056 -0.035 -1.080
C -0.328317 0.524249 -0.648718 -0.014 0.061 0.014 -0.437
C -0.660767 -0.239087 0.609993 0.081 -0.114 -0.222 0.067
C 0.084906 -0.040518 1.854146 0.283 -0.099 0.073 -0.446
O -1.221271 0.492796 1.690585 -0.179 0.118 0.040 -0.435
H 0.865269 0.302193 -2.460603 -0.052 -0.058 0.150 0.326
H 1.595762 -0.427235 -1.023598 -0.134 0.030 -0.052 0.300
H 0.237255 -1.222650 -1.828524 0.034 0.136 0.055 0.314
H -1.254841 0.733881 -1.198152 0.104 -0.055 0.092 0.245
H 0.094538 1.495812 -0.367199 -0.046 -0.129 -0.005 0.293
H -1.123570 -1.216582 0.454057 0.051 0.125 0.030 0.361
H 0.176275 -0.850520 2.576798 -0.061 0.103 -0.104 0.267
H 0.888731 0.695093 1.880920 -0.118 -0.062 -0.035 0.225
```
Positions in Å, forces in eV/Å.

---

| no. | F_max (eV/A) |
| --- | --- |
| 1 | 3.119 |
| 2 | 1.924 |
| 3 | 4.444 |
| 4 | 0.309 |